Here is a structure of composition C35H33FN3O3ReSb2Se4 from OMol25. Energies are from wB97M-V/def2-TZVPD.

Geometry as XYZ:
```
82
Properties=species:S:1:pos:R:3:forces:R:3
Re -1.589 -4.409 -2.829 -0.1 0.1 0.0
Sb -2.279 -7.975 -5.019 0.1 0.0 0.1
Sb 1.393 -0.395 -2.622 0.0 0.0 0.0
Se -3.413 -4.299 -4.011 0.1 0.0 0.1
Se -0.354 -6.170 -3.408 0.0 -0.1 0.0
Se -2.790 -9.525 -3.439 0.0 0.0 0.0
Se -2.192 -6.959 -7.054 0.0 0.0 -0.1
F -0.061 4.003 1.598 0.0 0.0 0.0
O -1.729 -3.845 -0.826 0.0 0.1 0.0
O -0.115 0.039 -1.345 0.0 0.0 0.0
O -0.767 -2.558 -2.243 0.0 0.0 0.0
N -2.049 5.284 6.013 0.0 0.0 0.0
N -1.688 -1.194 2.250 0.0 0.0 0.0
N -1.331 3.331 3.948 0.0 0.0 0.0
C 2.782 -2.241 -0.695 0.0 0.0 0.0
C -1.597 -2.042 1.242 0.0 0.0 0.0
C 2.046 2.522 -2.270 0.0 0.0 0.0
C 4.207 3.411 -1.706 0.0 0.0 0.0
C 3.061 -4.354 -2.498 0.0 0.0 0.0
C -1.065 -1.706 0.000 0.0 0.0 0.0
C -0.323 1.876 0.720 0.0 0.0 0.0
C 3.917 1.028 -1.836 0.0 0.0 0.0
C 3.439 -3.400 -0.312 0.0 0.0 0.0
C -1.677 2.909 5.299 0.0 0.0 0.0
C -2.592 5.328 4.607 0.0 0.0 0.0
C -1.568 4.753 3.646 0.0 0.0 0.0
C 0.701 0.965 -6.594 0.0 0.0 0.0
C -0.593 -0.395 -0.214 0.0 0.0 0.0
C -0.730 0.531 0.861 0.0 0.0 0.0
C 2.253 -2.161 -1.983 0.0 0.0 0.0
C 0.604 -0.241 -4.523 0.0 0.0 0.0
C -1.167 -2.719 -1.037 -0.1 -0.1 0.0
C 4.730 2.130 -1.607 0.0 0.0 0.0
C -0.682 -1.002 -6.387 0.0 0.0 0.0
C -0.286 -1.165 -5.071 0.0 0.0 0.0
C 1.110 0.821 -5.277 0.0 0.0 0.0
C -1.499 1.059 3.118 0.0 0.0 0.0
C -2.294 -1.642 3.507 0.0 0.0 0.0
C 2.578 1.234 -2.162 0.0 0.0 0.0
C 2.383 -3.210 -2.893 0.0 0.0 0.0
C -1.307 3.990 6.302 0.0 0.0 0.0
C -1.297 0.137 2.090 0.0 0.0 0.0
C 2.869 3.610 -2.035 0.0 0.0 0.0
C 3.582 -4.448 -1.214 0.0 0.0 0.0
C -1.143 2.398 2.963 0.0 0.0 0.0
C -0.193 0.058 -7.144 0.0 0.0 0.0
C -1.428 -1.762 4.725 0.0 0.0 0.0
C -0.515 2.754 1.732 0.0 0.0 0.0
C -1.941 -2.993 4.043 0.0 0.0 0.0
H -0.507 0.173 -8.173 0.0 0.0 0.0
H -2.810 5.423 6.682 0.0 0.0 0.0
H 3.864 -3.477 0.680 0.0 0.0 0.0
H 1.984 -3.134 -3.898 0.0 0.0 0.0
H -1.978 -3.038 1.417 0.0 0.0 0.0
H 0.164 2.211 -0.185 0.0 0.0 0.0
H -0.640 5.329 3.686 0.0 0.0 0.0
H -2.818 6.364 4.365 0.0 0.0 0.0
H 4.119 -5.339 -0.917 0.0 0.0 0.0
H 5.773 1.986 -1.362 0.0 0.0 0.0
H 1.087 1.781 -7.189 0.0 0.0 0.0
H 3.198 -5.166 -3.199 0.0 0.0 0.0
H -2.738 -3.557 4.505 0.0 0.0 0.0
H -0.244 4.212 6.253 0.0 0.0 0.0
H 4.849 4.266 -1.538 0.0 0.0 0.0
H -1.857 -1.476 5.675 0.0 0.0 0.0
H -3.519 4.760 4.600 0.0 0.0 0.0
H -1.973 0.728 4.028 0.0 0.0 0.0
H -0.374 -1.545 4.609 0.0 0.0 0.0
H -2.734 2.633 5.398 0.0 0.0 0.0
H 2.707 -1.409 -0.003 0.0 0.0 0.0
H -1.373 -1.707 -6.830 0.0 0.0 0.0
H 2.476 4.614 -2.128 0.0 0.0 0.0
H -1.412 6.071 6.155 0.0 0.0 0.0
H 1.820 1.524 -4.859 0.0 0.0 0.0
H -1.215 -3.591 3.508 0.0 0.0 0.0
H 4.335 0.030 -1.771 0.0 0.0 0.0
H -1.552 3.677 7.314 0.0 0.0 0.0
H -3.313 -1.289 3.610 0.0 0.0 0.0
H -1.087 2.032 5.567 0.0 0.0 0.0
H -0.669 -1.993 -4.494 0.0 0.0 0.0
H -1.974 4.867 2.643 0.0 0.0 0.0
H 1.011 2.680 -2.555 0.0 0.0 0.0
```
Forces are in eV/Å.

Results
HOMO energy: -17.4806 eV
LUMO energy: -10.71 eV
multiplicity: 1
HOMO-LUMO gap: 6.769 eV
relative energy (zero: lowest compared OMol25 entry of this formula, charge and spin): 0.000 eV
largest force on an atom: 0.11 eV/Å
charge: +4

Let us look at the Löwdin charges, expressed in e, one per atom:
1. Re 0.4917
2. Sb 0.2358
3. Sb 1.8906
4. Se 0.3183
5. Se 0.1625
6. Se 0.2525
7. Se 0.2103
8. F 0.1088
9. O -0.1132
10. O -0.1710
11. O -0.1883
12. N 0.0881
13. N 0.0544
14. N -0.0522
15. C -0.1165
16. C 0.0896
17. C -0.1377
18. C -0.0245
19. C -0.0589
20. C -0.0057
21. C 0.1112
22. C -0.0975
23. C -0.0425
24. C -0.1310
25. C -0.0675
26. C -0.1019
27. C -0.0314
28. C -0.2099
29. C -0.0440
30. C -0.3558
31. C -0.3204
32. C -0.5290
33. C -0.0362
34. C -0.0411
35. C -0.1065
36. C -0.1017
37. C 0.0848
38. C -0.2370
39. C -0.3478
40. C -0.1194
41. C -0.0527
42. C -0.0821
43. C -0.0439
44. C -0.0243
45. C -0.1121
46. C -0.0186
47. C -0.0690
48. C -0.1702
49. C -0.0581
50. H 0.1289
51. H 0.1935
52. H 0.1230
53. H 0.1088
54. H 0.1643
55. H 0.1270
56. H 0.1421
57. H 0.1531
58. H 0.1279
59. H 0.1263
60. H 0.1283
61. H 0.1200
62. H 0.1267
63. H 0.1492
64. H 0.1271
65. H 0.1194
66. H 0.1469
67. H 0.1077
68. H 0.1225
69. H 0.1443
70. H 0.1105
71. H 0.1193
72. H 0.1231
73. H 0.1915
74. H 0.0982
75. H 0.1172
76. H 0.1046
77. H 0.1487
78. H 0.1673
79. H 0.1427
80. H 0.0537
81. H 0.1442
82. H 0.1128

---

Here is a cluster of 10 separate species, C6H29N2O9 in total at a distorted geometry from OMol25. Energies are from wB97M-V/def2-TZVPD.

Geometry as XYZ:
```
46
Properties=species:S:1:pos:R:3:forces:R:3
O 0.649 -1.387 -0.607 0.0 -0.3 0.5
O -1.733 -2.832 0.600 -0.4 0.6 0.3
O -3.085 -0.583 -0.399 -0.5 0.6 -1.5
O 1.770 -1.094 -3.166 -0.2 -0.9 -0.2
O -0.893 1.016 -3.136 -1.4 -0.9 -0.2
O -2.515 -1.167 -3.587 -0.9 1.3 0.8
O 2.036 -1.985 3.551 0.1 -0.1 0.1
O 1.184 2.176 -2.769 0.5 1.4 -0.2
O -1.438 -3.193 -2.051 -0.8 1.1 -0.7
N 2.623 0.971 1.629 1.7 1.2 0.1
N 1.838 1.866 -0.157 0.9 1.1 0.6
C 1.000 2.193 0.895 -0.4 -0.3 -0.7
C -1.286 0.802 2.414 -0.6 1.0 0.5
C 0.862 1.566 3.415 0.6 0.0 -1.8
C -0.640 1.862 3.379 0.5 -1.3 -1.2
C 1.500 1.663 2.036 -1.5 -0.8 -0.2
C 2.911 1.286 0.363 -0.9 -1.2 -0.4
H 2.322 -1.831 -2.872 0.4 0.2 0.2
H -2.043 -1.106 -4.415 0.1 -1.0 -0.1
H 2.323 -2.851 3.865 0.2 0.0 -0.3
H 0.635 -0.454 -0.392 0.0 0.2 -0.2
H -1.089 1.693 4.350 0.2 0.6 0.2
H -1.241 1.350 -3.966 -0.2 0.0 -0.2
H -3.301 -0.615 -1.347 0.6 -1.2 -0.2
H 3.828 0.997 -0.120 -0.2 -0.1 -0.3
H 0.050 2.641 0.675 0.0 0.2 0.2
H -0.835 2.839 2.955 -0.1 0.4 0.5
H -1.779 1.370 1.627 -0.2 -0.4 -0.2
H -1.407 0.180 -3.008 0.2 0.4 0.1
H 1.184 -1.574 -3.769 -0.1 0.5 -0.2
H 0.698 -1.446 -1.574 0.0 0.3 0.2
H -0.908 -2.380 0.821 0.3 -0.4 -0.3
H 1.696 2.182 -1.137 0.0 -0.3 -0.2
H 0.226 2.103 -2.942 0.3 -0.9 0.7
H 3.355 0.533 2.173 -0.5 -0.1 0.5
H 1.534 2.239 3.933 -0.4 -0.2 1.4
H 0.921 0.499 3.616 0.6 0.1 0.9
H -1.951 -3.294 -1.224 1.2 -0.6 0.0
H -3.480 0.286 -0.353 -0.1 0.8 1.5
H -2.464 -1.990 -3.072 1.0 -0.4 -0.8
H 1.407 2.889 -3.376 0.7 0.2 0.1
H -0.602 0.108 1.940 0.2 -0.1 0.1
H 1.361 -1.771 4.195 -0.3 0.2 0.2
H -0.916 -3.946 -2.305 -0.1 -0.7 0.4
H -2.037 0.247 2.971 -0.1 -0.2 -0.2
H -2.271 -2.060 0.343 -0.1 -0.3 0.3
```
Forces are in eV/Å.

Results
HOMO energy: -12.9952 eV
LUMO energy: -2.33 eV
multiplicity: 1
HOMO-LUMO gap: 10.663 eV
relative energy (zero: lowest compared OMol25 entry of this formula, charge and spin): 1.991 eV
largest force on an atom: 2.03 eV/Å
charge: +1

Let us look at the Löwdin charges, expressed in e, one per atom:
1. O -0.0530
2. O -0.0718
3. O -0.0375
4. O -0.0493
5. O -0.0623
6. O -0.0593
7. O -0.0604
8. O -0.0677
9. O -0.0573
10. N 0.1665
11. N 0.1234
12. C -0.0058
13. C -0.0908
14. C -0.1171
15. C -0.1983
16. C -0.2087
17. C -0.0479
18. H 0.0592
19. H 0.0544
20. H 0.0471
21. H 0.0082
22. H 0.1090
23. H 0.0687
24. H 0.0468
25. H 0.1634
26. H 0.1395
27. H 0.1019
28. H 0.0627
29. H 0.0359
30. H 0.0557
31. H -0.0026
32. H 0.0244
33. H 0.1156
34. H -0.0021
35. H 0.1818
36. H 0.1244
37. H 0.1026
38. H 0.0383
39. H 0.0545
40. H 0.0231
41. H 0.0689
42. H 0.0601
43. H 0.0247
44. H 0.0533
45. H 0.0806
46. H -0.0029